Entry 1:
Computed, not measured: an isolated ion of composition C18H21N4OS2 and charge +1, with wB97M-V/def2-TZVPD.

```
46
Properties=species:S:1:pos:R:3:forces:R:3
H 2.707745 -0.386632 1.350396 -0.838 -1.157 -1.771
N 2.357592 -1.007785 0.539926 -0.913 0.917 -0.298
C 1.130176 -0.746364 0.175017 3.639 -1.251 2.369
N 0.385670 0.135131 0.914625 -0.833 1.017 0.643
N 0.972809 1.111644 1.782849 -2.417 -0.808 0.664
C 0.767918 0.927873 3.118711 1.776 -1.006 -2.152
C 0.058734 -0.253156 3.653675 -1.056 -0.336 -0.730
C -1.368218 -0.110278 3.791038 2.096 -0.280 0.609
C -2.085666 -1.077263 4.467471 -2.963 1.004 -0.530
C -1.508212 -2.257001 4.804919 2.296 0.724 -1.557
C -0.187059 -2.492775 4.391325 0.294 2.586 0.949
C 0.727355 -1.469430 3.952025 -3.878 0.164 0.624
C 1.576597 2.333279 1.225999 1.945 2.491 -1.265
S 2.587688 3.187311 2.251670 -0.873 -0.829 -1.012
N 1.430916 2.775938 -0.143746 -2.828 -3.862 4.225
C 0.342144 2.418899 -1.036676 1.254 0.266 -0.491
C 0.713073 1.964346 -2.317109 1.390 -0.672 -1.372
C -0.236070 1.595538 -3.265229 -2.144 1.141 1.564
C -1.668782 1.630644 -2.867554 3.446 -1.767 -1.908
O -2.588332 1.024845 -3.700658 -0.374 1.670 1.793
C -2.328461 0.499504 -4.996554 1.374 -1.457 1.118
C -1.960241 2.050061 -1.568572 -1.424 -0.080 -0.775
C -0.996373 2.561466 -0.689604 0.519 -0.671 0.111
S 0.089606 -1.674532 -0.915713 0.385 -0.120 0.622
C 1.265302 -2.901750 -1.614424 -0.743 2.346 -1.116
C 1.467492 -2.411078 -3.056413 0.702 -0.096 1.174
H -0.499234 0.302099 0.486238 -0.817 1.160 0.347
H 1.378018 1.525522 3.817056 -0.626 0.498 -0.725
H -1.773738 0.850687 3.589245 -0.563 0.535 -0.381
H -3.215983 -0.980856 4.662291 1.989 0.342 -0.200
H -2.017098 -2.906280 5.436581 -0.724 -1.495 0.609
H 0.160567 -3.362242 4.802760 1.501 -2.270 0.367
H 1.778671 -1.546384 4.045739 0.813 -0.347 -0.432
H 2.172840 3.354074 -0.376894 1.329 1.404 -0.747
H 1.825424 1.810803 -2.664499 -2.194 0.616 1.141
H 0.061953 1.410127 -4.285050 0.003 -0.404 0.078
H -1.566208 1.016820 -5.559778 0.064 0.442 -0.099
H -1.975158 -0.557415 -4.841712 -0.297 0.820 -0.364
H -3.257409 0.490771 -5.518250 -0.601 0.095 -0.307
H -3.026145 1.964213 -1.338074 0.367 0.360 0.391
H -1.226185 2.952014 0.313702 -0.214 -0.163 -0.627
H 2.107867 -3.000860 -0.967424 0.797 0.404 0.190
H 0.843220 -3.844384 -1.718699 -1.423 -1.655 0.510
H 0.549817 -2.174601 -3.576447 -0.365 -0.272 0.067
H 2.051379 -1.509240 -3.034058 0.513 0.325 -0.264
H 1.973999 -3.223302 -3.520119 0.616 -0.329 -1.045
```
Forces are in eV/Å.

**Molecular weight**: 373.5 g mol⁻¹
**E_HOMO**: -11.3 eV
**Gap between HOMO and LUMO**: 5.84 eV
**Net charge**: +1
**SMILES string**: [H]/N=C(\N/[N+](=C\c1ccccc1)C(=S)Nc1ccc(OC)cc1)SCC

Listed below, in e, are the Mulliken charges computed for each atom: 0.248, -0.780, 0.509, 0.348, 0.154, -0.394, 0.749, -0.520, -0.462, -0.398, -0.818, -0.402, -0.002, -0.278, -0.036, 0.086, -0.334, -0.423, 0.615, -0.413, -0.748, -0.448, -0.495, -0.141, -0.559, -1.004, 0.137, 0.333, 0.467, 0.291, 0.484, 0.433, 0.487, 0.264, 0.224, 0.287, 0.343, 0.283, 0.273, 0.424, 0.476, 0.408, 0.406, 0.259, 0.281, 0.384

Entry 2:
Computed, not measured: C10H16F3NO4 in the gas phase, with wB97M-V/def2-TZVPD.

```
34
Properties=species:S:1:pos:R:3:forces:R:3
C -4.348467 -0.508683 -1.189691 0.136 0.160 -0.103
C -3.422388 0.696265 -1.314507 -0.155 0.000 0.166
C -2.804002 1.099391 0.029569 0.163 -0.096 -0.191
C -1.716921 0.130139 0.508884 0.022 0.164 -0.099
C -0.307614 0.382662 -0.076848 0.019 -0.117 0.623
O -0.299917 0.913388 -1.369444 -0.078 0.195 -0.277
C 0.473929 -0.963542 -0.156290 0.069 0.294 -0.303
N 0.393861 -1.740171 1.053212 0.303 0.340 -0.101
C -0.431609 -2.799535 1.172438 0.257 -0.012 0.560
O -1.289079 -3.096550 0.379022 -0.420 -0.251 -0.423
C 1.957644 -0.731442 -0.468143 -0.290 -0.411 0.300
O 2.819991 -0.930008 0.348351 0.215 0.039 -0.017
O 2.148923 -0.318634 -1.702675 -0.211 -0.030 -0.316
C 3.489889 0.000513 -2.062849 0.374 0.005 0.087
C 0.447225 1.371719 0.844633 -0.004 0.267 -0.028
F -0.248057 2.511769 1.010597 -0.280 0.121 -0.069
F 1.633001 1.742828 0.345514 0.164 -0.060 -0.169
F 0.673624 0.884104 2.070815 -0.016 -0.223 0.133
H -4.796252 -0.736626 -2.153757 -0.081 -0.100 -0.057
H -3.808244 -1.390030 -0.853834 0.010 -0.151 0.043
H -5.147868 -0.304545 -0.480565 -0.112 -0.015 0.078
H -3.996647 1.542495 -1.699073 0.039 0.011 -0.077
H -2.638524 0.466862 -2.037515 -0.004 0.078 -0.049
H -3.596103 1.107574 0.780640 -0.012 0.109 0.025
H -2.415263 2.119521 -0.023735 -0.053 0.036 0.081
H -1.636889 0.172057 1.596629 -0.015 -0.115 -0.033
H -2.018352 -0.880922 0.239876 0.063 -0.037 0.082
H -0.851154 1.706888 -1.400309 0.024 -0.131 0.073
H 0.011125 -1.521795 -0.979031 0.072 0.110 0.152
H 1.167570 -1.612585 1.693021 -0.126 -0.162 -0.011
H -0.256652 -3.357490 2.106817 -0.012 -0.049 -0.039
H 3.829863 0.865863 -1.491581 -0.009 -0.051 -0.048
H 4.148171 -0.845247 -1.855840 -0.039 0.091 -0.051
H 3.469850 0.225747 -3.125339 -0.013 -0.008 0.059
```
Forces are in eV/Å.

**Molecular weight**: 271.2 g mol⁻¹
**E_HOMO**: -10.2 eV
**Gap between HOMO and LUMO**: 10.98 eV
**Relative energy (zero: lowest compared OMol25 entry of this formula, charge and spin)**: 0.000 eV
**Net charge**: 0
**SMILES string**: CCCC[C@](O)([C@H](NC=O)C(=O)OC)C(F)(F)F

Listed below, in e, are the Mulliken charges computed for each atom: -1.268, -0.210, -1.321, -0.361, 0.973, -0.718, -0.419, -0.027, -0.115, -0.537, 0.058, -0.617, -0.251, -0.722, 0.554, -0.282, -0.243, -0.284, 0.379, 0.309, 0.308, 0.388, 0.235, 0.448, 0.395, 0.433, 0.058, 0.520, 0.798, 0.275, 0.380, 0.311, 0.305, 0.245

Entry 3:
Computed, not measured: a 8-piece molecular cluster, C51H74N2O33S7 overall, with wB97M-V/def2-TZVPD.

```
167
Properties=species:S:1:pos:R:3:forces:R:3
C -4.545292 -3.226671 4.943467 0.583 -0.098 -0.503
C -3.973780 -2.812456 3.571570 -0.339 0.150 0.825
C -4.906742 -2.678011 2.535741 0.700 0.334 -0.883
C -4.485211 -2.297597 1.244274 -0.184 -0.375 1.079
C -3.133203 -2.043396 1.062534 0.762 0.467 -0.844
C -2.179665 -2.150979 2.095620 -0.164 0.076 -0.076
C -2.590189 -2.551112 3.379903 -0.339 -0.139 -0.156
C -1.617006 -2.700817 4.524344 0.035 -0.232 -0.354
C -1.676821 -1.831084 5.618354 0.066 0.075 0.078
C -0.807865 -1.968636 6.709785 -0.327 -0.229 -0.720
C 0.126825 -3.010042 6.688871 0.065 0.180 0.180
C 0.201935 -3.882804 5.595453 -0.397 -0.025 -0.223
C -0.669821 -3.738769 4.502936 0.057 0.270 0.795
C -0.735064 -1.789157 1.732758 -0.424 0.090 -0.147
O 0.216534 -2.406972 2.152842 -0.441 0.385 -0.295
C -0.621396 -0.615374 0.761648 -0.369 -0.242 0.054
C 0.373981 0.351007 0.908426 -0.291 -0.204 -0.419
O 1.239339 0.216297 1.972858 -0.330 -0.206 -0.529
C 2.474261 -0.440224 1.641183 1.371 0.844 0.399
C 3.252501 -0.825330 2.927911 -0.424 -0.176 -0.203
C 2.926169 -2.253660 3.455355 0.610 0.604 0.617
C 3.113844 0.271546 4.027044 0.697 -0.323 -0.167
C 4.284402 0.141640 5.068405 -0.374 0.001 0.003
C 5.249751 1.364368 5.071397 0.079 -0.353 0.302
C 3.728518 -0.194942 6.484532 0.141 -0.213 -0.754
C 0.436238 1.451421 0.007229 0.144 -0.589 0.639
C 1.540698 2.475001 0.272113 -0.403 0.962 -0.866
C 2.757497 2.451888 -0.721991 0.368 -0.748 0.581
C 3.085080 1.073223 -1.373958 0.894 0.370 -0.860
C 2.753543 1.001858 -2.901714 0.613 -0.947 1.110
C 3.644820 -0.040047 -3.639470 -0.692 0.819 -0.280
N 3.120166 -1.398112 -3.403916 0.167 -0.064 -0.462
C -0.522943 1.560349 -1.030334 0.910 -0.222 0.655
C -0.421700 2.785487 -1.942483 -0.619 -0.984 -0.270
C -0.574761 2.531170 -3.452939 -1.066 1.221 -0.719
O -1.124564 3.378380 -4.128076 0.665 -0.378 0.308
O -0.138136 1.385699 -4.075760 0.664 0.402 1.109
C -1.540937 0.578185 -1.160574 -0.517 -0.155 -0.429
C -2.625240 0.685717 -2.233846 0.129 0.916 -0.352
C -3.472985 2.028465 -2.185139 -0.558 -0.984 0.247
N -3.336511 2.788212 -0.926952 0.109 0.411 -0.661
C -1.580228 -0.506035 -0.277561 0.493 -0.006 0.503
C -2.608137 -1.622478 -0.314105 -0.118 -0.051 0.552
O -2.983839 -2.196237 -1.316906 0.044 0.427 0.236
H -5.268522 -2.479457 5.307336 0.133 -0.378 -0.201
H -3.754541 -3.326533 5.701009 -0.354 -0.039 -0.314
H -5.024857 -4.210000 4.800383 -0.028 0.450 0.312
H -5.973021 -2.852919 2.705331 0.413 -0.014 0.127
H -5.227315 -2.188435 0.449421 0.473 -0.026 0.106
H -2.429679 -1.033047 5.619393 0.321 -0.304 -0.018
H -0.917264 -1.260462 7.535824 0.296 -0.399 -0.179
H 0.799910 -3.128613 7.544144 -0.190 -0.052 -0.376
H 0.916804 -4.712529 5.582820 -0.196 0.422 0.104
H -0.618782 -4.436835 3.663752 -0.036 0.354 0.290
H 2.359649 -1.282719 0.938278 -0.322 0.183 0.415
H 3.110386 0.320773 1.140688 -0.301 -0.364 0.111
H 4.324744 -0.804701 2.644147 -0.494 -0.069 -0.125
H 2.588915 -2.945724 2.672915 -0.008 0.327 0.308
H 3.849902 -2.663520 3.907277 -0.422 0.035 -0.145
H 2.193064 -2.166486 4.277323 0.008 -0.342 -0.560
H 3.192943 1.248845 3.513926 -0.270 -0.304 0.357
H 2.142258 0.187977 4.547233 0.280 0.149 -0.415
H 4.873924 -0.741544 4.755474 -0.172 0.408 0.196
H 4.941389 2.180565 4.398503 0.012 -0.349 0.197
H 5.320336 1.777762 6.093136 0.071 -0.056 -0.404
H 6.248616 1.013871 4.762196 -0.436 0.456 0.279
H 3.025234 -1.038842 6.344519 0.297 0.309 0.395
H 4.552972 -0.506354 7.151787 -0.441 0.186 -0.160
H 3.176049 0.649705 6.928681 0.236 -0.238 -0.152
H 1.071261 3.475608 0.169870 0.237 -0.382 0.238
H 1.901782 2.435336 1.311481 -0.266 -0.379 -0.457
H 3.647044 2.730205 -0.124592 -0.444 0.042 -0.269
H 2.694590 3.211814 -1.521977 -0.255 -0.264 0.364
H 4.186133 0.945644 -1.314530 -0.496 -0.019 0.158
H 2.653811 0.205716 -0.861665 -0.030 0.414 -0.125
H 1.724934 0.617318 -2.971554 0.195 0.705 -0.377
H 2.892484 2.007629 -3.330596 -0.279 -0.393 -0.061
H 4.698204 0.028613 -3.313068 -0.445 -0.090 -0.009
H 3.626405 0.237524 -4.717204 0.062 -0.248 0.392
H 3.345495 -1.965312 -4.218950 0.114 -0.108 0.314
H 2.101765 -1.388880 -3.376531 0.170 0.213 0.078
H 0.507346 3.358916 -1.807457 -0.190 -0.483 -0.093
H -1.240497 3.474103 -1.678196 0.380 -0.266 -0.256
H 0.331357 1.680363 -4.870467 -0.439 -0.117 -0.173
H -3.344544 -0.140218 -2.231496 0.575 0.081 0.257
H -2.111779 0.637659 -3.213034 -0.423 -0.112 0.362
H -4.538378 1.732978 -2.264532 0.524 0.063 -0.339
H -3.226956 2.608135 -3.087556 -0.110 0.151 0.584
H -4.199350 2.782193 -0.393457 0.162 -0.271 -0.108
H -3.235406 3.763185 -1.193176 0.065 -0.140 0.205
O 7.309780 -0.509284 3.532084 -0.190 -0.184 -0.208
S 7.728205 0.221834 2.389332 0.735 -0.002 -0.226
O 6.810106 0.741024 1.440281 -0.244 0.011 0.251
O 8.833868 -0.652037 1.620675 -0.249 0.252 0.518
C 10.057781 0.093224 1.516490 0.086 0.211 -0.377
C 10.059849 1.009364 2.719100 0.289 -0.369 0.319
O 8.692763 1.416112 2.867701 -0.258 -0.128 -0.421
H 10.031385 0.662945 0.584565 0.028 0.006 0.025
H 10.911407 -0.574482 1.506202 -0.522 -0.094 0.044
H 10.705054 1.873348 2.584074 -0.237 0.130 -0.016
H 10.355072 0.474550 3.625209 0.042 0.011 -0.030
O 14.854434 -0.569783 -0.142214 -0.139 0.309 0.082
S 13.972453 -1.118806 0.819213 0.350 -0.618 0.109
O 12.809526 -0.429126 1.264068 0.570 0.081 -0.254
O 14.832601 -1.564004 2.100208 -0.057 0.028 -0.480
C 14.643016 -2.961095 2.353411 -0.374 -0.306 0.298
C 14.343559 -3.565004 0.997917 0.552 -0.182 -0.119
O 13.531134 -2.586198 0.338637 -0.210 0.354 0.441
H 13.796005 -3.072986 3.033900 0.022 -0.033 -0.010
H 15.532136 -3.388474 2.810532 0.095 0.242 -0.045
H 13.817986 -4.513604 1.071010 -0.219 0.152 -0.106
H 15.255263 -3.699558 0.411563 -0.002 -0.030 0.043
O -7.805677 2.197539 -4.823530 0.493 -1.410 -1.910
S -7.128173 2.607975 -5.996644 0.329 0.048 0.133
O -7.614579 2.337069 -7.302241 -0.149 0.093 0.084
O -5.597280 2.107427 -5.893708 -0.313 0.245 0.247
C -4.710397 3.226399 -5.977578 0.230 0.226 -0.371
C -5.498183 4.391183 -5.414622 0.139 -0.067 0.566
O -6.834533 4.188509 -5.885453 0.152 -0.314 -0.421
H -4.460565 3.386928 -7.029133 0.018 0.034 0.025
H -3.798788 3.032817 -5.415196 -0.100 -0.178 0.051
H -5.116269 5.352581 -5.749327 -0.221 0.005 -0.135
H -5.515949 4.367779 -4.321613 0.063 0.011 -0.012
O -6.703860 -5.619334 -5.332085 -0.182 -0.266 0.038
S -6.135345 -6.005061 -4.089649 0.355 0.603 0.234
O -6.079719 -7.359073 -3.669219 -0.039 -0.056 -0.228
O -6.833137 -5.130727 -2.926599 0.099 0.021 -0.382
C -5.833115 -4.400993 -2.208864 0.325 -0.145 0.396
C -4.723257 -4.169427 -3.210335 -0.046 0.538 -0.179
O -4.661680 -5.376731 -3.975208 -2.158 -0.010 0.414
H -5.491280 -5.018756 -1.374637 0.036 0.044 0.000
H -6.244175 -3.470148 -1.824426 -0.195 -0.063 -0.151
H -3.767840 -3.970991 -2.734245 0.048 -0.222 -0.095
H -4.967847 -3.348466 -3.889910 0.000 0.040 0.072
O -9.577399 1.469211 -2.470339 0.125 0.001 -0.076
S -9.039229 2.752470 -2.205220 -0.044 0.317 0.209
O -8.289420 3.479000 -3.158283 -0.708 1.133 1.575
O -8.180392 2.667144 -0.846652 -0.373 -0.251 -0.003
C -8.692785 3.589502 0.110861 0.132 0.568 0.225
C -10.167243 3.725222 -0.209308 -0.130 -0.456 0.146
O -10.224166 3.699708 -1.640244 0.449 0.066 0.030
H -8.170720 4.540689 -0.021137 -0.030 0.013 0.057
H -8.522257 3.219531 1.119730 0.098 -0.170 -0.111
H -10.596716 4.647059 0.175845 -0.004 0.068 -0.258
H -10.736430 2.873662 0.172045 0.016 0.030 0.040
O -2.557186 -6.014629 -4.116791 1.599 -0.590 -0.264
S -1.908156 -5.616681 -5.309515 0.393 0.096 0.167
O -2.426362 -5.914990 -6.593492 -0.149 0.016 0.087
O -0.368362 -6.100956 -5.242199 -0.249 0.278 0.222
C 0.501908 -4.974776 -5.367317 0.174 0.216 -0.406
C -0.281938 -3.807803 -4.799899 0.165 -0.055 0.533
O -1.626773 -4.030613 -5.230413 0.116 -0.286 -0.377
H 0.720694 -4.827507 -6.427841 0.019 0.043 0.025
H 1.430058 -5.150903 -4.827706 -0.117 -0.196 0.076
H 0.080636 -2.847522 -5.159784 -0.236 0.009 -0.133
H -0.269366 -3.814050 -3.706758 0.069 0.017 -0.014
O -4.203572 5.709798 -1.448368 -0.096 -0.249 -0.009
S -4.832981 5.759633 -0.176603 -0.257 0.845 0.224
O -5.057610 4.604448 0.613655 0.108 -0.060 -0.069
O -6.225478 6.547850 -0.339216 0.444 -0.013 -0.154
C -6.243606 7.688401 0.526951 -0.147 0.101 0.511
C -4.791411 8.092124 0.667856 0.007 0.411 -0.419
O -4.075281 6.853095 0.722345 -0.401 -0.392 0.101
H -6.666202 7.382168 1.486592 0.020 0.036 0.000
H -6.854005 8.480500 0.099766 -0.010 -0.167 -0.205
H -4.606920 8.681115 1.562559 0.137 -0.233 0.084
H -4.445944 8.645358 -0.208488 -0.042 0.032 0.030
```
Forces are in eV/Å.

**Molecular weight**: 1467.6 g mol⁻¹
**E_HOMO**: -8.7 eV
**Gap between HOMO and LUMO**: 8.45 eV
**Net charge**: 0
**SMILES string**: Cc1ccc2c(c1-c1ccccc1)C(=O)c1c(OC[C@H](C)CC(C)C)c(CCCCCN)c(CC(=O)O)c(CCN)c1C2=O.O=S1(=O)OCCO1.O=S1(=O)OCCO1.O=S1(=O)OCCO1.O=S1(=O)OCCO1.O=S1(=O)OCCO1.O=S1(=O)OCCO1.O=S1(=O)OCCO1

Atomic partial charges in e from the Mulliken method, atoms 1 to 99: -1.671, 1.179, -1.051, -1.054, 0.733, -0.520, 0.425, 0.044, -0.190, -0.928, -0.282, -0.820, 0.099, 0.440, -0.570, 0.541, -0.428, -0.664, -0.302, 0.787, -1.268, -0.812, 1.205, -1.211, -1.629, 0.538, -1.451, -1.156, -0.075, -0.137, -0.953, -0.539, 0.927, -1.095, -0.227, -0.644, -0.282, 1.876, -1.227, -0.298, -0.393, 0.140, -0.495, -0.649, 0.329, 0.370, 0.415, 0.404, 0.542, 0.489, 0.405, 0.413, 0.374, 0.426, 0.469, 0.130, -0.244, 0.442, 0.432, -0.051, -0.048, 0.403, 0.195, 0.317, 0.358, 0.100, 0.246, 0.436, 0.402, 0.809, 0.134, 0.382, 0.630, 0.612, -0.013, -0.356, 0.511, 0.312, 0.366, 0.259, 0.204, 0.524, 0.194, 0.397, 0.368, 0.192, 0.637, -0.134, 0.306, 0.075, -0.559, 1.218, -0.578, -0.350, -0.010, -0.345, -0.353, 0.248, 0.086